# 1
83
Properties=species:S:1:pos:R:3:forces:R:3 method="wB97M-V/def2-TZVPD" homo_ev=-10.84 charge=+1 de_lowest_ev=0.243 lumo_energy_ha=-0.111 e_tot_ha=-4589.61322
Tl 1.518145 0.191285 -0.010057 -0.025 -0.090 -0.142
C 0.572066 -4.132028 -1.275295 -0.233 0.188 0.067
C 1.767987 -4.373455 -0.373097 0.211 0.317 -0.079
S 3.010495 -3.056812 -0.380256 0.092 0.087 0.056
C 3.661053 -3.179676 -2.069403 -0.126 -0.073 0.226
C 4.626102 -2.038966 -2.355416 -0.159 0.214 0.086
S 3.863578 -0.382552 -2.415331 -0.039 -0.173 -0.151
C 3.181125 -0.456484 -4.106842 0.084 0.038 0.174
C 1.920773 0.369681 -4.316719 -0.158 -0.078 0.223
S 0.528444 0.061571 -3.193370 0.032 -0.095 -0.016
C 0.149309 -1.668913 -3.605181 0.057 0.250 -0.066
C -0.888219 -2.248590 -2.659028 0.054 0.111 0.252
S -0.287178 -2.542865 -0.969240 0.060 -0.200 -0.117
H -0.161192 -4.921999 -1.109518 0.053 -0.076 -0.110
H 0.863441 -4.144059 -2.325086 0.026 -0.046 0.001
H 2.260259 -5.305840 -0.652100 -0.100 -0.078 0.065
H 1.464121 -4.441193 0.670444 -0.019 -0.068 0.065
H 2.831164 -3.172905 -2.777283 0.061 -0.008 -0.065
H 4.186191 -4.133705 -2.148831 0.008 0.022 -0.139
H 5.118383 -2.202059 -3.313524 0.107 -0.013 0.043
H 5.392427 -1.976250 -1.582062 0.037 -0.060 -0.045
H 3.005902 -1.505215 -4.346403 -0.031 0.020 -0.017
H 3.949391 -0.079061 -4.781943 -0.017 -0.075 -0.089
H 1.561678 0.210944 -5.334092 0.058 0.111 -0.056
H 2.127569 1.432572 -4.188693 0.026 0.012 -0.079
H 1.074140 -2.245095 -3.570355 -0.056 -0.070 -0.009
H -0.242332 -1.684396 -4.624283 0.038 -0.063 -0.017
H -1.250935 -3.200273 -3.045555 -0.115 0.043 -0.041
H -1.737747 -1.570952 -2.558703 -0.044 -0.062 -0.077
O -4.984004 3.283095 -4.322763 -0.075 0.006 -0.180
C -4.387620 2.169757 -3.861686 0.075 -0.026 0.073
O -4.735176 1.093062 -4.254987 -0.025 -0.009 0.002
C -3.302474 2.335056 -2.837985 0.048 0.073 0.006
C -2.969479 1.209791 -2.090111 -0.048 -0.059 -0.050
C -1.967148 1.261112 -1.145246 0.068 0.026 0.071
C -1.293692 2.458427 -0.907657 -0.278 -0.016 -0.060
C -1.616768 3.587892 -1.656965 0.110 0.004 0.025
C -2.608295 3.521109 -2.623547 -0.084 -0.048 0.022
N -0.253509 2.466237 0.039129 0.332 -0.004 0.062
C -0.142765 3.421602 0.864327 -0.297 0.018 -0.081
C 0.997057 3.587605 1.783277 0.142 0.048 0.124
C 0.942637 4.601868 2.730636 -0.056 -0.019 -0.009
C 2.040603 4.814472 3.551603 -0.012 -0.013 0.074
C 3.155252 4.016920 3.382803 -0.013 0.018 0.018
C 3.114455 3.017744 2.415890 -0.054 -0.107 -0.005
N 2.063000 2.791042 1.640105 -0.011 -0.051 -0.159
H -4.645551 4.081592 -3.906247 0.038 0.000 0.116
H -3.522144 0.297067 -2.273303 0.037 0.000 0.017
H -1.714375 0.386013 -0.555318 -0.021 -0.009 -0.020
H -1.060510 4.505606 -1.511471 0.004 -0.010 -0.019
H -2.805774 4.404756 -3.219905 0.018 0.002 0.014
H -0.910858 4.200502 0.932091 0.007 0.003 -0.040
H 0.053868 5.212757 2.825353 0.008 0.003 -0.035
H 2.018984 5.587289 4.308845 0.017 0.012 -0.039
H 4.042538 4.154957 3.985305 -0.007 -0.016 -0.014
H 3.967564 2.367303 2.266097 0.011 -0.025 0.016
Cl 3.868561 -0.730896 2.133028 -0.079 -0.092 0.168
C 2.914701 -1.217769 3.560695 -0.010 0.243 0.063
Cl 2.704737 0.157046 4.647198 0.023 0.002 0.097
C 1.558326 -1.818856 3.162282 0.038 -0.147 -0.369
O 1.431644 -3.012790 3.142201 -0.055 0.183 -0.014
O 0.632122 -0.927444 2.820236 -0.230 -0.152 0.144
H 3.490577 -1.973713 4.077137 0.007 -0.079 -0.010
C -1.317006 -2.242171 4.583965 0.121 0.110 0.020
Si -0.984139 -0.776672 3.478727 0.245 0.135 0.236
C -0.837942 0.866251 4.353114 -0.248 -0.085 -0.071
C -2.322357 -0.679076 2.185289 0.161 0.048 -0.023
C -2.836557 -1.830460 1.580351 0.135 0.005 -0.004
C -3.967062 -1.773705 0.781901 -0.077 -0.024 -0.079
C -4.625867 -0.564429 0.591042 0.074 0.006 0.073
C -4.137348 0.587306 1.190902 -0.090 0.000 0.048
C -2.993662 0.528899 1.974384 0.045 0.029 -0.010
H -0.982133 -2.065317 5.608824 0.048 0.011 -0.054
H -0.820263 -3.141941 4.222225 -0.012 -0.024 -0.029
H -2.389669 -2.441147 4.616693 0.003 0.064 -0.007
H -1.802653 1.178082 4.763165 0.044 0.001 -0.029
H -0.492256 1.638000 3.658674 -0.013 -0.021 0.007
H -0.126332 0.823145 5.174482 0.065 -0.079 0.036
H -2.349370 -2.785823 1.742609 -0.021 -0.006 -0.023
H -4.353658 -2.677075 0.326440 0.021 0.013 -0.003
H -5.523528 -0.523345 -0.012512 0.003 -0.006 -0.008
H -4.659665 1.527468 1.062977 0.042 0.001 -0.040
H -2.621167 1.439055 2.432903 -0.058 -0.024 0.007

# 2
83
Properties=species:S:1:pos:R:3:forces:R:3 method="wB97M-V/def2-TZVPD" homo_ev=-8.42 charge=0 de_lowest_ev=1.249 lumo_energy_ha=-0.100 e_tot_ha=-2933.48898
Hg -0.457979 -2.731588 4.229174 0.444 1.661 1.868
C -0.709450 2.393238 3.653508 -0.787 -0.024 -0.419
C -1.158782 1.572495 2.702189 0.109 -0.316 0.917
C -0.649139 1.427019 1.300923 -0.707 -0.375 -0.595
C 0.548444 0.466538 1.121847 0.129 0.386 -0.676
C 1.882203 0.993447 1.633375 -0.297 -0.398 1.123
C 2.117733 2.156358 2.260582 0.065 -0.317 -0.134
C 1.277535 3.406386 2.294445 -0.229 0.602 0.230
C 0.253752 3.514912 3.464722 0.717 0.221 -0.117
C 1.654785 -2.566807 4.745395 0.944 -0.538 -0.620
H -1.177463 2.349123 4.640235 0.053 -0.045 -0.340
H -1.984162 0.883527 2.960335 0.590 0.302 0.062
H -0.463721 2.390504 0.800903 -0.177 -0.598 0.170
H -1.509213 0.951131 0.796303 0.477 0.375 0.086
H 0.259956 -0.500540 1.597249 0.551 0.512 -0.023
H 0.679000 0.217115 0.042467 -0.237 0.145 0.455
H 2.685320 0.242307 1.658816 -0.297 0.263 0.077
H 3.036480 2.257863 2.855105 -0.072 -0.157 -0.622
H 0.778378 3.626979 1.333857 0.317 -0.292 0.517
H 1.974169 4.249673 2.429098 -0.165 -0.217 -0.041
H 0.779358 3.642085 4.426662 0.039 0.136 -0.390
H -0.295703 4.452704 3.274020 0.009 -0.247 0.326
H 1.763495 -2.342580 5.815691 -0.704 -0.110 -0.385
H 2.179937 -1.796637 4.146352 -0.806 -0.359 0.163
H 2.076294 -3.554309 4.501644 -0.168 0.446 0.189
P 1.543898 -1.144205 -3.200281 2.476 -0.157 -2.660
P -1.621882 -0.961722 -3.028469 -1.404 2.373 -1.570
N 2.983632 -0.143184 -3.331765 0.281 0.469 0.730
N 2.219107 -2.432862 -4.277978 -0.613 -0.760 0.437
N -1.759210 0.818409 -2.947984 1.051 0.104 0.932
N -3.274032 -1.175482 -3.539588 -0.685 -0.783 -0.188
C 0.619792 -0.284111 -4.550874 -0.596 0.132 0.235
C -0.788961 -0.880261 -4.683928 0.138 -0.714 0.013
C 3.731199 0.251982 -2.211626 0.238 0.557 -1.136
C 4.751703 1.088277 -2.646315 -0.738 -0.617 0.046
C 4.652388 1.193313 -4.075669 -1.064 -0.830 0.433
C 3.565138 0.423658 -4.468911 0.347 0.515 0.579
C 2.469389 -3.724620 -3.806566 0.350 0.031 -0.972
C 3.056722 -4.474055 -4.824108 -0.503 1.023 0.577
C 3.162924 -3.621107 -5.969804 -0.637 0.874 1.041
C 2.631846 -2.382471 -5.608594 0.222 -0.971 0.039
C -1.537411 1.409943 -1.710188 -0.348 0.380 -0.802
C -1.611084 2.787164 -1.844749 0.066 -0.935 0.071
C -1.828445 3.061066 -3.228084 0.063 -1.170 -0.099
C -1.874678 1.837992 -3.891197 -0.086 0.350 0.533
C -4.040600 -0.418282 -4.438723 -0.328 -0.876 -0.029
C -5.190385 -1.127520 -4.746980 1.148 -0.114 0.758
C -5.142528 -2.363357 -4.007105 0.701 0.398 0.158
C -3.969038 -2.367139 -3.276054 -0.264 0.585 -0.586
H 1.114195 -0.332133 -5.527241 0.010 -0.018 0.437
H 0.588207 0.775110 -4.254400 -0.163 -0.215 -0.057
H -1.384908 -0.333727 -5.427935 0.055 -0.223 0.339
H -0.728261 -1.928218 -5.019439 0.084 0.227 -0.121
H 3.434591 -0.095243 -1.229129 0.140 0.156 -0.138
H 5.474548 1.580788 -2.010124 -0.069 -0.127 -0.093
H 5.287186 1.767087 -4.728836 0.019 -0.019 -0.024
H 3.144000 0.262225 -5.460389 0.324 0.165 0.558
H 2.193552 -3.985630 -2.790867 0.137 0.012 -0.217
H 3.370847 -5.501657 -4.750117 -0.021 -0.003 0.016
H 3.582218 -3.876900 -6.929240 -0.058 0.052 -0.002
H 2.511370 -1.494420 -6.216390 0.115 -0.359 0.181
H -1.330616 0.739847 -0.887994 -0.164 0.407 -0.230
H -1.527091 3.490726 -1.030427 0.029 0.041 -0.149
H -1.947931 4.034370 -3.675974 0.050 -0.062 -0.069
H -1.987117 1.614513 -4.947216 0.016 0.215 0.346
H -3.705794 0.552715 -4.786348 -0.211 -0.395 0.187
H -5.965844 -0.808680 -5.423094 -0.025 0.047 0.057
H -5.885159 -3.146988 -4.026874 0.070 0.065 0.084
H -3.540252 -3.087470 -2.582554 -0.229 0.167 -0.260
C -0.332770 0.533961 7.180270 0.473 0.540 -0.224
C -1.463402 -0.462825 6.965635 -1.207 -0.248 0.801
O -1.482694 -1.126781 5.810478 0.832 -1.313 -1.446
C -1.315938 -1.456219 8.220455 0.189 1.016 0.232
F -1.424105 -0.795938 9.432353 -0.080 -0.749 -1.097
F -2.152941 -2.499722 8.246419 0.325 0.423 -0.076
F -0.033587 -1.950993 8.190991 -0.892 -0.133 0.070
C -2.850853 0.331155 6.944242 0.497 0.177 0.147
F -3.013690 1.200486 7.988405 -0.096 -0.653 -0.642
F -2.874150 1.095402 5.803301 -0.128 -0.514 0.980
F -3.927549 -0.485138 6.893582 0.640 0.562 0.197
H 0.618424 -0.007955 7.150199 -0.190 0.154 0.046
H -0.423736 1.059822 8.141978 0.052 -0.177 -0.326
H -0.311454 1.266083 6.366925 -0.136 -0.139 0.133